2 unconnected molecules or ions with the total composition C6H11ClN2O5S in a non-equilibrium geometry. Source: the OMol25 dataset; level of theory: ωB97M-V/def2-TZVPD.

LUMO (alpha / beta) = -0.058 / -0.054 Eh
HOMO energy (alpha / beta) = -8.811 / -9.212 eV
Energy relative to the best compared isomer or geometry (same formula, charge and spin) = 2.7017 eV
Energy = -42968.9762 eV

Structure (XYZ):
```
26
C6H11ClN2O5S | the OMol25 dataset | ωB97M-V/def2-TZVPD
C 1.802 -1.623 -0.357
C -1.209 -1.418 -0.185
C -4.010 -0.343 0.514
C 2.319 1.975 -1.579
C 1.276 1.643 0.590
C -3.396 -1.703 0.419
N 0.980 -1.019 -1.060
N 2.483 1.677 -0.155
O -0.852 -1.184 0.932
O 4.644 0.351 -0.638
O 3.583 0.328 1.622
O -2.395 -1.783 -0.563
O -0.397 -1.366 -1.250
S 3.504 0.369 0.200
Cl 1.777 -2.919 0.667
H -4.557 -0.444 1.569
H -3.373 0.481 0.885
H -4.772 -0.049 -0.313
H 2.281 3.084 -1.442
H 3.175 1.645 -2.015
H 1.248 1.572 -1.905
H 1.544 1.275 1.695
H 0.848 2.710 0.728
H 0.510 1.125 0.023
H -4.251 -2.406 0.258
H -2.761 -1.979 1.360
```


C6H11ClO4S in the gas phase in a non-equilibrium geometry. Source: the OMol25 dataset; level of theory: ωB97M-V/def2-TZVPD.

LUMO = -0.038 Eh
HOMO energy = -10.844 eV
Energy relative to the best compared isomer or geometry (same formula, charge and spin) = 0.5561 eV
Energy = -37945.6467 eV

Structure (XYZ):
```
23
C6H11ClO4S | the OMol25 dataset | ωB97M-V/def2-TZVPD
C 1.541 -1.340 -0.504
C -1.792 1.845 1.343
C 0.338 -2.196 -0.665
C -1.796 0.850 0.174
C -0.739 -1.167 -0.830
C -0.787 -0.243 0.373
O 1.993 2.153 -1.204
O 3.933 0.655 -0.723
O 1.815 -0.432 -1.262
O 2.126 0.806 0.904
S 2.629 1.118 -0.446
Cl 2.839 -1.848 0.513
H -2.533 2.714 1.320
H -2.007 1.229 2.265
H -0.852 2.434 1.454
H 0.157 -2.981 0.087
H 0.553 -2.630 -1.559
H -1.610 1.507 -0.714
H -2.865 0.420 0.202
H -1.794 -1.632 -0.995
H -0.367 -0.614 -1.735
H 0.118 0.200 0.711
H -0.904 -0.847 1.290
```